{
  "formula": "C27H29N4O3",
  "method": "ωB97M-V/def2-TZVPD",
  "symbols": ["C", "N", "C", "O", "C", "C", "C", "C", "C", "C", "C", "C", "N", "C", "C", "C", "C", "C", "C", "N", "O", "O", "C", "C", "C", "C", "C", "C", "H", "H", "H", "H", "H", "H", "H", "H", "H", "H", "H", "H", "H", "H", "H", "H", "H", "H", "H", "H", "H", "H", "H", "H", "N", "C", "C", "C", "C", "C", "H", "H", "H", "H", "H"],
  "coordinates": [[-3.888, -2.870, -1.068], [-2.556, -2.379, -0.903], [-1.588, -2.778, -1.781], [-1.726, -3.609, -2.656], [-0.315, -2.003, -1.558], [0.270, -1.272, -2.778], [0.694, -2.160, -3.913], [0.225, -1.951, -5.211], [0.485, -2.876, -6.221], [1.346, -3.962, -5.983], [1.944, -4.093, -4.714], [1.626, -3.184, -3.690], [-0.744, -1.111, -0.451], [0.202, -0.341, 0.146], [-0.080, 0.583, 1.111], [0.992, 1.185, 2.004], [0.465, 2.275, 2.932], [-0.893, 2.377, 3.185], [-1.313, 3.086, 4.317], [-2.641, 2.871, 4.828], [-2.959, 3.379, 5.932], [-3.427, 2.156, 4.148], [-0.396, 3.851, 5.084], [0.968, 3.815, 4.741], [1.390, 2.980, 3.704], [-2.178, -1.301, -0.028], [-3.015, -0.034, -0.205], [-2.392, -1.678, 1.480], [-3.860, -3.574, -1.882], [-4.255, -3.369, -0.181], [-4.580, -2.077, -1.327], [0.459, -2.665, -1.118], [-0.486, -0.573, -3.131], [1.123, -0.673, -2.443], [-0.372, -1.066, -5.427], [0.017, -2.783, -7.206], [1.580, -4.688, -6.776], [2.642, -4.928, -4.518], [2.114, -3.270, -2.712], [1.200, -0.515, -0.268], [-1.119, 0.703, 1.256], [1.798, 0.469, 2.445], [-1.685, 1.836, 2.631], [-0.797, 4.402, 5.922], [1.675, 4.401, 5.338], [2.449, 2.923, 3.499], [-2.992, 0.293, -1.247], [-4.045, -0.247, 0.115], [-2.658, 0.794, 0.423], [-2.062, -2.706, 1.704], [-1.909, -0.978, 2.189], [-3.478, -1.615, 1.694], [2.286, 2.035, 1.392], [2.106, 2.732, 0.314], [3.218, 3.316, -0.258], [4.507, 3.148, 0.254], [4.615, 2.357, 1.406], [3.475, 1.785, 1.973], [1.081, 2.801, -0.030], [3.081, 3.920, -1.117], [5.385, 3.574, -0.172], [5.545, 2.145, 1.935], [3.448, 1.139, 2.873]],
  "max_force_ev_per_a": 3.7,
  "e_above_lowest_ev": 0.0000,
  "total_charge": 1,
  "gap_ha": 0.255,
  "total_energy_ev": -40561.862,
  "lumo_ev": -3.9248,
  "mol_weight_g_mol": 457.55
}

---

{
  "formula": "C18H28Cl2O13Si2",
  "method": "ωB97M-V/def2-TZVPD",
  "symbols": ["C", "C", "C", "Si", "O", "Si", "C", "Cl", "C", "C", "Cl", "H", "H", "H", "H", "H", "H", "H", "H", "H", "H", "H", "H", "C", "C", "O", "C", "O", "O", "H", "H", "H", "H", "C", "C", "O", "C", "O", "O", "H", "H", "H", "H", "C", "C", "O", "C", "O", "O", "H", "H", "H", "H", "C", "C", "O", "C", "O", "O", "H", "H", "H", "H"],
  "coordinates": [[-2.660, -0.085, -1.823], [-1.367, -0.481, -1.832], [-0.146, 0.383, -2.085], [-0.481, 2.208, -2.350], [0.620, 3.102, -1.458], [0.259, 4.478, -0.635], [-0.182, 5.894, -1.767], [-1.693, 5.732, -2.608], [0.579, 6.982, -1.942], [1.899, 7.254, -1.263], [0.075, 8.250, -3.013], [-3.001, 0.711, -1.171], [-3.384, -0.591, -2.452], [-1.165, -1.538, -1.641], [0.573, 0.243, -1.266], [0.304, -0.024, -2.991], [-0.252, 2.511, -3.778], [-1.853, 2.646, -2.035], [1.476, 4.842, 0.114], [-0.814, 4.279, 0.361], [1.789, 7.165, -0.186], [2.195, 8.280, -1.459], [2.669, 6.562, -1.596], [-3.035, -2.973, 2.869], [-2.053, -3.080, 1.716], [-2.782, -2.464, 0.649], [-3.699, -1.625, 1.180], [-4.348, -0.848, 0.562], [-3.782, -1.804, 2.524], [-2.559, -2.840, 3.838], [-3.719, -3.822, 2.919], [-1.135, -2.518, 1.881], [-1.797, -4.103, 1.454], [3.575, -0.357, 0.942], [2.666, 0.080, 2.075], [1.466, -0.660, 1.799], [1.797, -1.740, 1.063], [1.052, -2.639, 0.816], [3.073, -1.669, 0.645], [4.624, -0.409, 1.219], [3.468, 0.267, 0.053], [3.038, -0.222, 3.052], [2.463, 1.147, 2.081], [-0.553, -3.741, -5.558], [-0.014, -3.284, -4.214], [0.467, -1.972, -4.517], [-0.198, -1.510, -5.604], [-0.149, -0.391, -5.996], [-0.921, -2.503, -6.171], [-1.418, -4.393, -5.482], [0.211, -4.223, -6.171], [-0.794, -3.204, -3.456], [0.794, -3.902, -3.834], [0.057, -1.944, 6.164], [0.599, -2.032, 4.748], [1.768, -1.211, 4.829], [2.176, -1.163, 6.122], [3.208, -0.701, 6.482], [1.244, -1.715, 6.930], [-0.437, -2.852, 6.500], [-0.616, -1.096, 6.301], [0.900, -3.045, 4.475], [-0.079, -1.643, 3.993]],
  "max_force_ev_per_a": 1.9,
  "total_charge": 0,
  "gap_ha": 0.298,
  "total_energy_ev": -86537.594,
  "lumo_ev": 0.2085,
  "mol_weight_g_mol": 579.49
}

---

{
  "formula": "C19H24N2OS",
  "method": "ωB97M-V/def2-TZVPD",
  "symbols": ["C", "H", "O", "C", "C", "C", "C", "C", "C", "H", "H", "S", "C", "C", "C", "C", "C", "C", "N", "C", "H", "H", "C", "C", "H", "H", "H", "H", "C", "N", "C", "H", "H", "H", "C", "H", "H", "H", "H", "H", "H", "H", "H", "H", "H", "H", "H"],
  "coordinates": [[6.252, 0.915, -0.256], [6.666, -0.095, -0.331], [4.923, 0.962, -0.717], [3.990, 0.195, -0.084], [2.705, 0.264, -0.621], [1.650, -0.448, -0.067], [1.921, -1.271, 1.032], [3.197, -1.363, 1.549], [4.239, -0.627, 1.007], [5.221, -0.709, 1.443], [3.373, -2.000, 2.402], [0.600, -2.164, 1.808], [-0.374, -2.477, 0.360], [-1.129, -3.635, 0.298], [-1.939, -3.877, -0.798], [-1.961, -2.968, -1.840], [-1.191, -1.819, -1.787], [-0.397, -1.540, -0.676], [0.363, -0.373, -0.593], [-0.073, 0.830, -1.267], [0.004, 0.740, -2.359], [0.592, 1.634, -0.947], [-1.509, 1.220, -0.883], [-1.871, 2.550, -1.538], [-1.843, 2.470, -2.622], [-2.869, 2.846, -1.228], [-1.174, 3.325, -1.229], [-2.193, 0.449, -1.245], [-1.642, 1.322, 0.640], [-2.974, 1.739, 1.052], [-2.975, 2.191, 2.428], [-3.973, 2.542, 2.685], [-2.689, 1.398, 3.138], [-2.279, 3.021, 2.535], [-3.958, 0.693, 0.859], [-4.040, 0.452, -0.199], [-4.927, 1.052, 1.203], [-3.709, -0.229, 1.409], [-1.369, 0.358, 1.103], [-0.936, 2.076, 0.997], [-1.205, -1.136, -2.621], [-2.577, -3.151, -2.708], [-2.542, -4.771, -0.837], [-1.089, -4.328, 1.124], [2.563, 0.888, -1.488], [6.333, 1.267, 0.778], [6.813, 1.583, -0.907]],
  "max_force_ev_per_a": 0.6,
  "e_above_lowest_ev": 1.2550,
  "total_charge": 0,
  "gap_ha": 0.297,
  "total_energy_ev": -35955.233,
  "lumo_ev": 0.7987,
  "mol_weight_g_mol": 328.48
}

---

{
  "formula": "C38H61BO10",
  "method": "ωB97M-V/def2-TZVPD",
  "symbols": ["C", "C", "C", "C", "C", "C", "C", "B", "C", "C", "C", "C", "C", "C", "C", "C", "O", "C", "O", "C", "C", "C", "C", "C", "C", "H", "H", "H", "H", "H", "H", "H", "H", "H", "H", "H", "H", "H", "H", "H", "H", "H", "H", "H", "H", "H", "H", "H", "H", "H", "H", "H", "H", "H", "O", "C", "O", "C", "C", "C", "H", "H", "H", "H", "H", "H", "H", "H", "O", "C", "O", "C", "C", "C", "H", "H", "H", "H", "H", "H", "H", "H", "O", "C", "O", "C", "C", "C", "H", "H", "H", "H", "H", "H", "H", "H", "O", "C", "O", "C", "C", "C", "H", "H", "H", "H", "H", "H", "H", "H"],
  "coordinates": [[7.499, -1.261, 0.264], [6.682, 0.126, 0.407], [5.089, -0.071, 0.184], [4.282, 1.329, 0.193], [3.873, 1.847, -1.282], [2.399, 1.230, -1.605], [1.193, 2.159, -1.063], [-0.218, 1.364, -1.389], [-1.522, 2.286, -1.652], [-2.745, 2.038, -0.659], [-4.018, 1.354, -1.290], [-5.294, 1.100, -0.406], [-5.326, 1.504, 1.100], [-4.072, 2.188, 1.697], [-4.076, 2.655, 3.223], [-2.790, 2.446, 0.837], [-0.146, -0.074, -1.362], [-1.218, -0.715, -2.029], [-1.693, -0.428, -3.147], [-1.833, -2.007, -1.273], [-3.038, -1.962, -0.310], [-3.486, -3.301, 0.388], [-2.694, -4.626, 0.096], [-1.485, -4.688, -0.893], [-1.071, -3.353, -1.563], [8.261, -1.302, 1.117], [6.818, -2.187, 0.358], [8.085, -1.336, -0.720], [6.848, 0.519, 1.482], [7.118, 0.863, -0.352], [4.855, -0.685, -0.757], [4.718, -0.697, 1.076], [4.973, 2.146, 0.639], [3.391, 1.214, 0.902], [3.775, 2.987, -1.348], [4.568, 1.400, -2.082], [2.407, 0.177, -1.124], [2.237, 1.063, -2.734], [1.204, 3.220, -1.484], [1.277, 2.133, 0.095], [-1.224, 3.399, -1.535], [-1.878, 2.182, -2.741], [-4.068, 1.035, -2.384], [-6.222, 0.591, -0.856], [-6.263, 1.284, 1.725], [-4.256, 1.760, 3.907], [-4.897, 3.427, 3.433], [-3.026, 3.060, 3.461], [-1.874, 2.969, 1.278], [-3.587, -0.994, -0.075], [-4.363, -3.281, 1.134], [-3.036, -5.570, 0.656], [-0.891, -5.637, -1.102], [-0.178, -3.340, -2.288], [-2.562, 1.378, 5.671], [-1.577, 0.953, 5.112], [-1.446, -0.372, 4.903], [-0.400, -0.967, 4.120], [0.871, -1.119, 4.933], [-0.462, 1.875, 4.711], [-0.243, -0.409, 3.193], [-0.761, -1.958, 3.832], [1.257, -0.155, 5.268], [1.647, -1.617, 4.346], [0.678, -1.709, 5.833], [0.143, 2.102, 5.590], [-0.898, 2.795, 4.323], [0.176, 1.483, 3.923], [-8.714, 3.016, -2.975], [-8.847, 2.005, -3.624], [-8.492, 0.817, -3.093], [-8.748, -0.455, -3.710], [-7.696, -0.775, -4.754], [-9.335, 2.061, -5.043], [-9.764, -0.496, -4.109], [-8.694, -1.198, -2.910], [-7.690, -0.043, -5.563], [-7.868, -1.765, -5.183], [-6.698, -0.755, -4.306], [-8.508, 2.359, -5.690], [-10.131, 2.803, -5.105], [-9.759, 1.128, -5.404], [2.917, 5.563, 1.683], [4.048, 5.890, 1.405], [5.064, 5.030, 1.617], [6.416, 5.251, 1.186], [7.161, 6.139, 2.163], [4.345, 7.270, 0.895], [6.441, 5.636, 0.164], [6.893, 4.267, 1.163], [6.705, 7.127, 2.244], [8.202, 6.262, 1.855], [7.141, 5.703, 3.166], [4.358, 7.964, 1.737], [3.556, 7.558, 0.200], [5.280, 7.349, 0.346], [0.083, -8.921, -0.766], [1.170, -8.404, -0.648], [1.545, -7.433, -1.505], [2.741, -6.649, -1.368], [3.946, -7.391, -1.913], [2.137, -8.879, 0.397], [2.877, -6.326, -0.333], [2.581, -5.744, -1.961], [4.131, -8.319, -1.371], [4.842, -6.768, -1.850], [3.781, -7.666, -2.958], [2.618, -9.793, 0.045], [1.582, -9.089, 1.311], [2.898, -8.149, 0.662]],
  "max_force_ev_per_a": 4.7,
  "total_charge": 0,
  "gap_ha": 0.309,
  "total_energy_ev": -61538.517,
  "lumo_ev": 0.2817,
  "mol_weight_g_mol": 688.71
}

---

{
  "formula": "C5H8O",
  "method": "ωB97M-V/def2-TZVPD",
  "symbols": ["C", "C", "C", "C", "C", "H", "H", "H", "H", "H", "H", "H", "H", "O"],
  "coordinates": [[1.137, 1.116, -0.307], [0.554, -0.154, 0.438], [-0.820, 0.076, 1.123], [-1.228, -0.875, -0.882], [0.067, -1.102, -0.650], [1.403, 1.999, 0.348], [1.964, 0.676, -0.815], [0.413, 1.332, -1.165], [1.254, -0.571, 1.266], [-0.854, 1.077, 1.519], [-0.976, -0.771, 1.906], [-1.925, -1.187, -1.635], [0.817, -1.758, -1.109], [-1.806, 0.142, -0.037]],
  "max_force_ev_per_a": 3.7,
  "e_above_lowest_ev": 1.9517,
  "total_charge": 0,
  "gap_ha": 0.364,
  "total_energy_ev": -7360.304,
  "lumo_ev": 1.0684,
  "mol_weight_g_mol": 84.12
}